No. 1
{"formula": "CH3OTl", "method": "the ωB97M-V functional and the def2-TZVPD basis", "e_above_lowest_ev": 0.137, "e_tot_ev": -7821.7049, "fmax_ha_per_bohr": 0.02018, "lumo_ha": -0.014, "charge": 0, "elements": ["H", "Tl", "O", "C", "H", "H"], "positions_angstrom": [[-3.033, 0.720, -0.321], [-1.703, -0.102, 0.989], [1.649, 0.259, -0.232], [0.624, -0.507, -0.120], [1.502, 1.131, 0.166], [0.961, -1.501, -0.482]]}

=====

No. 2
{"formula": "C4H14NO3", "method": "the ωB97M-V functional and the def2-TZVPD basis", "e_above_lowest_ev": 10.100, "e_tot_ev": -11991.7103, "fmax_ha_per_bohr": 0.15348, "lumo_ha": -0.361, "charge": 1, "elements": ["C", "C", "C", "C", "O", "N", "H", "H", "H", "H", "H", "H", "H", "H", "H", "H", "H", "H", "O", "H", "H", "O"], "positions_angstrom": [[4.946, 0.121, 0.217], [3.853, 1.053, -0.225], [3.057, 0.582, -1.465], [1.866, -0.310, -1.096], [1.071, 0.317, -0.144], [4.349, -1.174, 0.491], [5.689, -0.045, -0.591], [5.489, 0.567, 1.068], [3.145, 1.169, 0.600], [4.243, 2.047, -0.410], [2.650, 1.470, -1.951], [3.750, 0.023, -2.147], [1.280, -0.462, -1.999], [5.034, -1.836, 0.856], [2.184, -1.281, -0.688], [3.510, -1.045, 1.183], [2.004, -0.681, 2.625], [1.460, -0.068, 0.834], [2.374, -0.435, 1.741], [-20.822, 0.665, 0.428], [-19.914, -0.453, 0.533], [-21.218, -0.223, 0.140]]}

=====

No. 3
{"formula": "C9H28O5", "method": "the ωB97M-V functional and the def2-TZVPD basis", "e_above_lowest_ev": 0.000, "e_tot_ev": -20014.5124, "spin_multiplicity": 2, "fmax_ha_per_bohr": 0.05117, "lumo_ha": [-0.088, -0.199], "s2": 0.754, "charge": 1, "elements": ["O", "H", "H", "H", "C", "C", "C", "O", "H", "H", "H", "H", "H", "H", "H", "C", "C", "O", "H", "H", "H", "H", "H", "H", "C", "C", "O", "H", "H", "H", "H", "H", "H", "C", "C", "O", "H", "H", "H", "H", "H", "H"], "positions_angstrom": [[0.093, -0.577, -0.483], [-0.118, 0.110, -1.120], [0.711, -0.255, 0.177], [-0.693, -0.868, -0.015], [-1.672, -2.095, 2.253], [-2.554, -2.012, 1.069], [-4.013, -2.414, 1.447], [-2.433, -0.722, 0.596], [-2.073, -1.535, 3.097], [-0.652, -1.751, 2.083], [-1.622, -3.087, 2.703], [-2.169, -2.712, 0.328], [-4.534, -2.337, 0.492], [-4.489, -1.831, 2.235], [-4.073, -3.425, 1.849], [-2.092, 0.480, -3.092], [-0.791, 1.139, -3.468], [-0.240, 1.518, -2.123], [-2.685, 0.424, -4.005], [-2.735, 0.864, -2.300], [-1.893, -0.559, -2.827], [-0.950, 2.024, -4.083], [-0.102, 0.431, -3.929], [-0.814, 2.236, -1.846], [3.108, -2.594, 0.145], [3.419, -1.285, 0.816], [2.208, -0.550, 0.961], [4.014, -3.193, 0.055], [2.852, -2.281, -0.867], [2.271, -3.163, 0.550], [3.935, -0.570, 0.176], [3.931, -1.251, 1.777], [2.417, 0.211, 1.508], [1.808, 4.271, 1.085], [1.872, 2.956, 0.329], [0.611, 2.398, 0.648], [1.075, 4.986, 0.711], [2.775, 4.771, 1.032], [1.482, 4.119, 2.114], [2.666, 2.339, 0.752], [2.085, 3.160, -0.720], [0.067, 2.627, -0.109]]}

=====

No. 4
{"formula": "H8OSi3", "method": "the ωB97M-V functional and the def2-TZVPD basis", "e_above_lowest_ev": 3.154, "e_tot_ev": -25807.3299, "fmax_ha_per_bohr": 0.08300, "lumo_ha": -0.015, "charge": 0, "elements": ["O", "Si", "Si", "Si", "H", "H", "H", "H", "H", "H", "H", "H"], "positions_angstrom": [[1.222, 0.746, -1.643], [-2.662, 0.046, -0.172], [2.512, -0.393, 1.008], [0.574, 0.508, -0.101], [0.693, 1.060, -2.368], [-2.812, 1.285, 0.399], [-3.946, -0.836, 0.045], [-2.231, -0.035, -1.510], [2.572, -1.899, 1.022], [2.094, 0.191, 2.343], [3.720, 0.236, 0.498], [-1.737, -0.910, 0.477]]}

=====

No. 5
{"formula": "CH8MnO7", "method": "the ωB97M-V functional and the def2-TZVPD basis", "e_above_lowest_ev": 0.000, "e_tot_ev": -46813.7471, "spin_multiplicity": 7, "fmax_ha_per_bohr": 0.07059, "lumo_ha": [-0.137, -0.212], "s2": 12.008, "charge": 1, "elements": ["Mn", "C", "O", "O", "O", "O", "H", "H", "O", "H", "H", "O", "H", "H", "O", "H", "H"], "positions_angstrom": [[-0.036, 0.102, 0.091], [1.439, -1.657, -1.135], [1.853, -0.523, -0.883], [0.307, -1.849, -0.621], [1.948, -2.544, -1.805], [-1.090, 0.636, -1.788], [-1.886, 0.183, -2.067], [-0.866, 1.203, -2.525], [-1.738, -0.848, 1.017], [-2.079, -1.690, 0.717], [-2.294, -0.615, 1.761], [0.357, 2.129, 0.064], [0.418, 2.694, -0.707], [0.660, 2.677, 0.788], [0.872, 0.050, 1.996], [0.634, -0.583, 2.673], [1.500, 0.634, 2.423]]}

=====

No. 6
{"formula": "C3H9N", "method": "the ωB97M-V functional and the def2-TZVPD basis", "e_above_lowest_ev": 0.723, "e_tot_ev": -4746.3861, "smiles": "CC(C)N", "fmax_ha_per_bohr": 0.06731, "lumo_ha": 0.044, "charge": 0, "elements": ["C", "C", "C", "N", "H", "H", "H", "H", "H", "H", "H", "H", "H"], "positions_angstrom": [[-1.090, 0.880, 0.263], [-0.185, -0.368, 0.083], [0.703, -0.439, -1.210], [0.592, -0.502, 1.299], [-1.321, 1.514, -0.587], [-2.024, 0.514, 0.712], [-0.658, 1.516, 1.036], [-0.927, -1.185, 0.113], [0.806, 0.612, -1.523], [1.689, -0.849, -1.070], [0.042, -0.679, -2.025], [1.175, -1.306, 1.454], [1.197, 0.292, 1.455]]}

=====

No. 7
{"formula": "C21H27N3O5S", "method": "the ωB97M-V functional and the def2-TZVPD basis", "e_above_lowest_ev": 1.525, "e_tot_ev": -47758.4209, "smiles": "Cc1ccc(S(=O)(=O)NCC(=O)N(CC(=O)NCc2ccco2)C2CCCC2)cc1", "fmax_ha_per_bohr": 0.02050, "lumo_ha": 0.023, "charge": 0, "elements": ["C", "C", "C", "C", "C", "S", "O", "O", "N", "C", "C", "O", "N", "C", "C", "O", "N", "C", "C", "C", "C", "C", "O", "C", "C", "C", "C", "C", "C", "C", "H", "H", "H", "H", "H", "H", "H", "H", "H", "H", "H", "H", "H", "H", "H", "H", "H", "H", "H", "H", "H", "H", "H", "H", "H", "H", "H"], "positions_angstrom": [[-5.942, -1.748, -1.480], [-4.794, -1.243, -0.664], [-3.781, -2.116, -0.274], [-2.703, -1.664, 0.464], [-2.646, -0.330, 0.813], [-1.236, 0.290, 1.701], [-1.639, 1.214, 2.723], [-0.381, -0.795, 2.084], [-0.385, 1.247, 0.609], [-0.234, 0.744, -0.741], [0.251, -0.706, -0.814], [-0.433, -1.514, -1.424], [1.449, -1.012, -0.291], [2.179, -0.138, 0.601], [2.602, 1.167, -0.073], [3.118, 1.206, -1.169], [2.400, 2.260, 0.699], [2.502, 3.607, 0.162], [1.136, 4.171, -0.056], [0.265, 4.780, 0.801], [-0.934, 4.980, 0.073], [-0.704, 4.471, -1.168], [0.542, 3.977, -1.253], [1.960, -2.360, -0.493], [1.939, -3.205, 0.796], [3.267, -3.962, 0.797], [4.245, -2.992, 0.137], [3.421, -2.361, -0.987], [-3.639, 0.556, 0.447], [-4.715, 0.095, -0.291], [-6.387, -2.624, -1.011], [-5.592, -2.044, -2.468], [-6.707, -0.986, -1.598], [-3.836, -3.155, -0.560], [-1.905, -2.319, 0.769], [-0.776, 2.179, 0.633], [0.477, 1.377, -1.279], [-1.188, 0.762, -1.289], [3.091, -0.659, 0.896], [1.583, 0.057, 1.496], [1.835, 2.157, 1.528], [3.035, 3.529, -0.789], [3.064, 4.235, 0.858], [0.453, 5.059, 1.817], [-1.833, 5.440, 0.427], [-1.317, 4.410, -2.045], [1.303, -2.799, -1.246], [1.863, -2.551, 1.665], [1.083, -3.875, 0.818], [3.577, -4.255, 1.799], [3.180, -4.863, 0.188], [5.135, -3.494, -0.240], [4.568, -2.240, 0.860], [3.751, -1.356, -1.247], [3.496, -2.975, -1.884], [-3.566, 1.589, 0.754], [-5.497, 0.780, -0.583]]}

=====

No. 8
{"formula": "C3H6O", "method": "the ωB97M-V functional and the def2-TZVPD basis", "e_above_lowest_ev": 2.568, "e_tot_ev": -5253.1265, "smiles": "C=C.C=O", "fmax_ha_per_bohr": 0.03603, "lumo_ha": 0.028, "charge": 0, "elements": ["C", "C", "H", "H", "H", "H", "C", "O", "H", "H"], "positions_angstrom": [[0.399, 2.694, 1.388], [0.758, 2.691, 0.095], [0.740, 3.465, 2.064], [-0.174, 1.880, 1.810], [1.731, 3.082, -0.147], [0.066, 2.176, -0.551], [-1.060, -2.472, -0.787], [-0.017, -3.046, -0.687], [-2.068, -2.742, -0.429], [-1.055, -1.506, -1.340]]}